This record from OMol25 describes a cluster of 2 separate species, C5H5N in total at a distorted geometry. The level of theory is the ωB97M-V functional and the def2-TZVPD basis.

Its total energy is -248.05930 Ha. The value obtained for the LUMO energy is -0.36 eV. The multiplicity is 1. The maximum force is 0.2038 hartree/bohr. Its frontier orbital gap is 9.66 eV. As for the HOMO energy: -10.022 eV. The value obtained for the energy above the lowest of the compared OMol25 structures with the same formula, charge and spin is 135.4 kcal/mol.

CARTESIAN COORDINATES (ANGSTROEM)
C (-2.5161, -0.4631, 0.2655)
C (1.9643, -0.7160, -0.2929)
C (-1.1690, 1.6185, -0.4080)
C (0.9514, -0.1743, 0.3572)
C (-1.9280, 0.7104, -0.0064)
N (-2.8376, -1.5562, 0.3233)
H (2.4839, -1.4777, 0.2320)
H (2.3545, -0.2149, -1.1734)
H (0.8471, 0.6269, -0.0527)
H (-0.3109, 2.1135, -0.2318)
H (0.1604, -0.4670, 0.9871)

Atoms 1-2, force components in eV/Å:
-0.2987 -0.4974 -0.4044
0.4339 -0.5881 1.5078

Here are the Mulliken charges for atoms 1 to 5, given in e: 0.286 -0.587 -0.362 -0.272 0.010

---

This record from OMol25 describes a structure of composition C7H11I2N2OSTi at a distorted geometry. The level of theory is the ωB97M-V functional and the def2-TZVPD basis.

Its total energy is -2301.07428 Ha. The value obtained for the LUMO energy (spin up / spin down) is 4.87 / 4.83 eV. The multiplicity is 2. The maximum force is 0.0933 hartree/bohr. Its frontier orbital gap (spin up / spin down) is 3.38 / 4.03 eV. As for the HOMO energy (spin up / spin down): 1.488 / 0.802 eV. The value obtained for the energy above the lowest of the compared OMol25 structures with the same formula, charge and spin is 0.0 kcal/mol. The total charge is -2.

CARTESIAN COORDINATES (ANGSTROEM)
C (1.3047, 1.5372, -1.7662)
I (3.2948, 2.6550, 2.1751)
H (0.8212, 2.4736, -1.4021)
H (0.9250, 1.0884, -2.7523)
H (2.4125, 1.7820, -1.6329)
C (-1.7784, -1.6944, 0.2048)
C (-0.1345, -0.2282, 0.0527)
N (-0.4423, -1.6334, 0.1612)
H (-3.3195, -0.2532, -0.1582)
I (-0.4296, 1.3176, 3.2825)
N (-1.3101, 0.3525, -0.1873)
H (-2.3336, -2.6307, 0.3870)
Ti (1.5464, 0.7203, 1.5774)
C (1.1000, 0.5216, -0.7033)
O (1.5919, -0.5658, -1.0956)
C (-2.3576, -0.5397, -0.0267)
C (-1.4885, 1.7040, -0.5426)
H (-2.0182, 2.1969, 0.2882)
H (-2.0735, 1.7525, -1.5080)
H (-0.4697, 2.1596, -0.7098)
C (0.4691, -2.7321, 0.4752)
H (0.6324, -3.3416, -0.4274)
H (0.0143, -3.3723, 1.2375)
H (1.3969, -2.3183, 0.8716)
S (2.6468, -0.9513, 2.1992)

Atoms 1-2, force components in eV/Å:
-0.0693 1.9168 0.4249
0.4908 1.0291 -0.1013

Here are the Mulliken charges for atoms 1 to 5, given in e: -1.459 -0.531 0.485 0.253 0.255

---

This record from OMol25 describes the molecule C6H9ClN2O3S at a distorted geometry. The level of theory is the ωB97M-V functional and the def2-TZVPD basis.

Its total energy is -1427.33964 Ha. The value obtained for the LUMO energy is -1.17 eV. The multiplicity is 1. The maximum force is 0.1184 hartree/bohr. Its frontier orbital gap is 8.07 eV. As for the HOMO energy: -9.243 eV. The value obtained for the energy above the lowest of the compared OMol25 structures with the same formula, charge and spin is 145.4 kcal/mol.

CARTESIAN COORDINATES (ANGSTROEM)
C (1.6716, 0.4388, 1.0434)
C (-0.6962, 0.4374, 0.2942)
C (1.7983, 1.6298, 0.2649)
C (-1.3633, -1.8308, -0.1112)
C (-3.1744, 0.1170, -0.1502)
C (-1.8486, -0.4117, 0.4752)
N (0.6952, 2.2470, -0.2877)
N (2.9417, 2.2775, -0.0706)
O (3.7554, -0.7146, 0.0817)
O (1.9335, -2.1988, 0.8222)
O (-0.4551, 1.5408, -0.2710)
S (2.3873, -0.9580, 0.2973)
Cl (1.7353, -0.8241, -1.7617)
H (-2.1263, -2.2511, -0.6082)
H (-1.0008, -2.4222, 0.7333)
H (-0.5405, -1.7625, -0.6900)
H (-3.3555, -0.3872, -1.0503)
H (-2.9069, 1.1038, -0.3513)
H (-3.9709, -0.0130, 0.5564)
H (-1.9166, -0.4119, 1.4980)
H (3.6744, 1.6566, 0.2140)
H (2.7622, 2.7371, -0.9284)

Atoms 1-2, force components in eV/Å:
-2.1113 -0.3737 -1.0972
5.8706 1.4636 0.6747

Here are the Mulliken charges for atoms 1 to 5, given in e: -0.348 -0.071 0.727 -1.420 -1.280